The following is a DFT calculation (ωB97M-V/def2-TZVPD) of a molecular structure, C19H18N7SSr.

Computed properties:
Maximum force: 0.5 eV/Å
E_HOMO: -10.3 eV
Energy above the lowest of the compared OMol25 structures with the same formula, charge and spin: 0.00 kcal per mole
Frontier orbital gap: 6.1 eV
Net charge: +1

Geometry (Å):
Sr1 0.388 0.291 -0.155
C1 -2.594 -2.991 1.539
C2 -1.996 -1.762 0.921
N1 -0.947 -1.182 1.402
N2 -0.463 -1.735 2.549
C3 0.685 -1.238 2.970
N3 1.145 -1.802 4.104
S1 1.767 -0.062 2.263
C4 -2.660 -1.162 -0.268
C5 -3.975 -1.497 -0.587
C6 -4.588 -0.923 -1.686
C7 -3.882 -0.018 -2.461
C8 -2.588 0.276 -2.080
N4 -1.985 -0.271 -1.024
H1 -1.794 -3.622 1.917
H2 -3.197 -3.553 0.832
H3 -3.212 -2.730 2.402
H4 0.591 -2.507 4.559
H5 2.034 -1.527 4.477
H6 -4.525 -2.185 0.035
H7 -5.611 -1.178 -1.931
H8 -4.319 0.454 -3.328
H9 -2.000 0.988 -2.652
C9 0.582 6.176 -1.391
C10 1.461 5.787 -2.398
C11 1.774 4.454 -2.582
C12 1.193 3.503 -1.744
C13 0.315 3.888 -0.738
C14 0.008 5.228 -0.559
N5 1.447 2.104 -1.853
N6 2.258 1.782 -2.734
C15 2.520 0.386 -2.870
C16 3.447 0.068 -3.847
C17 3.753 -1.269 -4.059
C18 3.117 -2.224 -3.287
C19 2.204 -1.805 -2.331
N7 1.898 -0.526 -2.115
H10 0.348 7.223 -1.258
H11 1.905 6.535 -3.041
H12 2.456 4.145 -3.360
H13 -0.135 3.155 -0.077
H14 -0.671 5.528 0.227
H15 3.905 0.864 -4.414
H16 4.473 -1.554 -4.813
H17 3.317 -3.278 -3.410
H18 1.697 -2.534 -1.709


The following is a DFT calculation (ωB97M-V/def2-TZVPD) of a molecular structure, C59H67GeN4O5S2Tc.

Computed properties:
Maximum force: 3.5 eV/Å
E_HOMO (alpha / beta): -7.1 / -7.1 eV
Energy above the lowest of the compared OMol25 structures with the same formula, charge and spin: 3.72 kcal per mole
Frontier orbital gap (alpha / beta): 5.1 / 5.1 eV
Net charge: 0

Geometry (Å):
Tc1 -0.427 -0.301 0.645
C1 -5.586 -2.348 -2.359
C2 -5.676 -1.987 -0.865
C3 -4.582 -1.058 -0.413
C4 -4.609 0.315 -0.433
C5 -5.726 1.200 -0.895
C6 -6.666 1.609 0.252
C7 -3.359 0.755 0.075
N1 -2.555 -0.336 0.371
C8 -3.305 -1.408 0.090
C9 -2.869 -2.818 0.285
C10 -1.719 -3.100 1.203
C11 -1.407 -4.446 1.566
C12 -2.275 -5.646 1.314
C13 -3.401 -5.781 2.350
C14 -0.199 -4.395 2.206
C15 0.195 -3.023 2.211
C16 1.399 -2.558 2.654
C17 1.847 -1.250 2.592
N2 1.171 -0.219 2.007
C18 1.934 0.897 2.228
C19 1.522 2.188 1.958
C20 0.273 2.568 1.498
N3 -0.715 1.708 1.099
C21 -1.804 2.497 0.829
C22 -3.008 2.054 0.316
C23 -1.494 3.876 1.063
C24 -0.197 3.923 1.474
C25 0.603 5.115 1.912
C26 0.573 5.308 3.436
C27 -2.455 5.011 0.894
C28 -3.364 5.203 2.117
C29 3.150 0.549 2.908
C30 3.095 -0.795 3.136
C31 4.133 -1.678 3.763
C32 3.832 -2.017 5.229
C33 4.227 1.519 3.292
C34 3.941 2.214 4.632
N4 -0.795 -2.234 1.618
C35 0.601 -5.536 2.756
C36 0.313 -5.788 4.246
H1 -6.431 -2.978 -2.652
H2 -4.660 -2.877 -2.572
H3 -5.590 -1.444 -2.975
H4 -5.649 -2.908 -0.278
H5 -6.637 -1.507 -0.669
H6 -6.300 0.675 -1.660
H7 -5.312 2.099 -1.360
H8 -7.149 0.729 0.684
H9 -7.445 2.286 -0.109
H10 -6.112 2.114 1.048
H11 -3.730 -3.362 0.659
H12 -1.657 -6.545 1.342
H13 -2.696 -5.579 0.311
H14 -2.991 -5.869 3.359
H15 -4.013 -6.666 2.149
H16 -4.060 -4.908 2.338
H17 2.079 -3.284 3.083
H18 2.198 2.986 2.244
H19 -3.751 2.808 0.082
H20 0.206 6.007 1.422
H21 1.639 5.004 1.578
H22 -0.454 5.428 3.789
H23 1.143 6.194 3.734
H24 0.998 4.437 3.945
H25 -3.072 4.844 0.006
H26 -1.892 5.929 0.713
H27 -3.909 4.283 2.345
H28 -4.092 6.001 1.943
H29 -2.774 5.468 2.997
H30 5.101 -1.177 3.704
H31 4.219 -2.597 3.178
H32 3.796 -1.108 5.834
H33 4.603 -2.673 5.641
H34 2.867 -2.522 5.326
H35 4.340 2.272 2.505
H36 5.177 0.984 3.363
H37 2.970 2.719 4.610
H38 4.708 2.959 4.861
H39 3.919 1.483 5.445
H40 1.665 -5.335 2.620
H41 0.373 -6.437 2.186
H42 0.552 -4.903 4.840
H43 0.903 -6.629 4.621
H44 -0.744 -6.018 4.397
O1 -0.553 3.218 -2.095
S1 -1.750 2.372 -2.449
C37 -2.758 3.349 -3.628
C38 -2.272 3.015 -5.032
C39 -2.036 1.511 -5.018
C40 -1.210 1.234 -3.770
H45 -2.647 4.394 -3.336
H46 -3.796 3.030 -3.482
H47 -1.339 3.546 -5.238
H48 -2.998 3.305 -5.792
H49 -1.527 1.153 -5.913
H50 -2.994 0.987 -4.945
H51 -0.159 1.469 -3.905
H52 -1.330 0.217 -3.405
O2 -2.542 -3.471 -1.001
S2 -1.513 -2.648 -1.981
O3 -1.030 -3.681 -2.847
O4 -0.498 -2.125 -1.026
O5 -2.291 -1.596 -2.590
C41 0.777 0.164 -0.543
Ge1 2.309 0.098 -1.795
C42 3.514 -1.320 -1.170
C43 3.869 -2.378 -2.011
C44 4.872 -3.273 -1.645
C45 5.550 -3.109 -0.444
C46 5.196 -2.071 0.410
C47 4.182 -1.193 0.051
C48 1.837 -0.318 -3.634
C49 2.239 0.516 -4.679
C50 1.972 0.170 -5.996
C51 1.299 -1.014 -6.282
C52 0.902 -1.855 -5.251
C53 1.175 -1.511 -3.929
C54 3.339 1.766 -1.769
C55 2.797 2.942 -2.298
C56 3.578 4.086 -2.432
C57 4.903 4.081 -2.015
C58 5.445 2.929 -1.461
C59 4.676 1.774 -1.356
H53 3.369 -2.506 -2.962
H54 5.132 -4.088 -2.310
H55 6.357 -3.782 -0.178
H56 5.724 -1.936 1.348
H57 3.909 -0.393 0.730
H58 2.767 1.439 -4.462
H59 2.291 0.821 -6.803
H60 1.085 -1.280 -7.312
H61 0.356 -2.770 -5.456
H62 0.845 -2.168 -3.131
H63 1.752 2.983 -2.576
H64 3.146 4.982 -2.866
H65 5.514 4.970 -2.127
H66 6.474 2.922 -1.118
H67 5.131 0.874 -0.964


| no. | DFT total energy (eV) |
| --- | --- |
| 1 | -42093.2955 |
| 2 | -158853.7817 |